{"formula": "C34H35ClN3NiO9STe", "method": "the ωB97M-V functional and the def2-TZVPD basis", "elements": ["Ni", "O", "S", "O", "O", "O", "N", "C", "C", "C", "C", "C", "C", "C", "C", "N", "C", "H", "H", "H", "H", "H", "H", "H", "H", "C", "C", "C", "C", "C", "C", "Te", "N", "C", "O", "C", "C", "C", "C", "C", "C", "C", "C", "C", "C", "C", "C", "C", "C", "C", "C", "C", "C", "H", "H", "H", "H", "H", "H", "H", "H", "H", "H", "H", "H", "H", "H", "H", "H", "H", "H", "H", "H", "H", "H", "H", "H", "H", "H", "H", "O", "Cl", "O", "O", "O"], "positions_angstrom": [[1.577004, 0.696612, -1.274696], [0.517813, -2.212053, -3.929269], [0.104795, -1.033674, -3.221431], [-1.326143, -0.686234, -3.442947], [0.071016, -1.337593, -1.653712], [0.980004, 0.128515, -3.369748], [3.590408, 0.423918, -0.878086], [4.006937, 0.781951, 0.433562], [5.222648, 0.435947, 0.956131], [5.560140, 0.811374, 2.276971], [4.685672, 1.518306, 3.053203], [3.411554, 1.872891, 2.547565], [2.423572, 2.558755, 3.296229], [1.207385, 2.801944, 2.731314], [0.955869, 2.357455, 1.411067], [1.850589, 1.741345, 0.688512], [3.074324, 1.501200, 1.233326], [3.902407, -0.508324, -1.163587], [4.037784, 1.015778, -1.579487], [5.918540, -0.121429, 0.339271], [6.529053, 0.533456, 2.673122], [4.949595, 1.803481, 4.065750], [2.640433, 2.865544, 4.313742], [0.422800, 3.304593, 3.281500], [-0.014669, 2.486043, 0.944118], [-5.540870, -5.668753, -0.421093], [-4.513210, -4.594692, -0.667802], [-3.198349, -4.743330, -0.261368], [-2.246979, -3.741303, -0.465912], [-0.831671, -4.037397, -0.045254], [-2.597717, -2.527269, -1.068075], [-1.659859, -0.391337, -1.022154], [-0.365185, 1.258367, -1.110338], [-1.077348, 2.231817, -1.664302], [-2.327463, 2.253432, -1.806450], [-0.360413, 3.520462, -2.070301], [-1.141877, 4.670470, -2.177776], [-0.584538, 5.891267, -2.526787], [0.775513, 5.981292, -2.793461], [1.560449, 4.841390, -2.703578], [0.999886, 3.621314, -2.342153], [-1.203187, -0.496924, 1.099815], [-0.029287, -0.909100, 1.745921], [1.157589, -1.519898, 1.054964], [0.101515, -0.690049, 3.120876], [-0.875851, -0.066231, 3.872720], [-0.681695, 0.204626, 5.341306], [-2.036032, 0.333579, 3.222528], [-2.210723, 0.130270, 1.858931], [-3.500626, 0.618636, 1.234526], [-3.924306, -2.400891, -1.534283], [-4.407359, -1.197092, -2.324927], [-4.850468, -3.421386, -1.327552], [-5.064894, -6.608451, -0.136294], [-6.144625, -5.850417, -1.312931], [-6.224010, -5.384554, 0.384269], [-2.888974, -5.671911, 0.213356], [-0.653223, -5.114758, -0.037591], [-0.634588, -3.657961, 0.960662], [-0.131297, -3.574322, -0.736539], [-2.202624, 4.568282, -1.990212], [-1.212714, 6.772491, -2.598613], [1.218662, 6.930309, -3.074434], [2.620988, 4.891875, -2.921424], [1.652262, 2.758317, -2.268886], [0.887125, -2.249320, 0.305303], [1.826907, -1.978934, 1.785185], [1.710093, -0.745918, 0.518963], [1.021166, -1.005935, 3.605037], [0.196085, -0.317705, 5.723256], [-1.549550, -0.114600, 5.922377], [-0.538631, 1.273416, 5.522742], [-2.824512, 0.822928, 3.787885], [-4.128429, 1.086401, 1.994814], [-4.064591, -0.209448, 0.795312], [-3.320720, 1.352755, 0.442293], [-3.652039, -0.848495, -3.028106], [-4.674154, -0.351659, -1.684877], [-5.297340, -1.475336, -2.893716], [-5.860835, -3.300769, -1.713003], [7.045535, -1.254914, -2.354439], [5.844261, -0.979935, -3.114456], [4.715452, -1.628798, -2.461770], [5.984288, -1.475014, -4.453484], [5.615458, 0.451306, -3.131119]], "forces_ev_per_a": [[-0.3, 0.9, 0.5], [0.1, -0.1, 0.2], [-0.3, 0.1, -0.5], [0.2, 0.2, -0.1], [-0.3, -0.1, 0.1], [0.3, -0.3, 0.1], [-0.1, -0.1, -0.7], [0.0, -0.1, 0.0], [0.0, 0.0, 0.1], [0.0, 0.0, -0.1], [0.0, 0.0, 0.0], [0.0, 0.0, 0.1], [0.0, 0.0, 0.0], [0.0, 0.0, 0.0], [-0.1, 0.0, 0.0], [0.3, 0.0, 0.0], [0.0, -0.1, -0.1], [0.1, 0.0, 0.1], [0.1, 0.0, 0.0], [0.0, 0.0, 0.0], [0.0, 0.0, 0.0], [0.0, 0.0, 0.0], [0.0, 0.0, 0.0], [0.0, 0.0, 0.0], [0.0, 0.0, 0.0], [0.0, 0.0, 0.0], [0.0, 0.0, 0.0], [0.0, 0.0, 0.0], [0.0, -0.1, 0.0], [0.0, 0.0, 0.0], [-0.1, 0.1, 0.2], [0.3, -0.3, 0.2], [-0.2, -0.2, -0.6], [0.0, 0.2, 0.3], [0.0, 0.0, 0.1], [0.0, 0.0, 0.0], [0.0, 0.0, 0.0], [0.0, 0.0, 0.0], [0.0, 0.0, 0.0], [0.0, 0.0, 0.0], [0.1, 0.1, 0.1], [-0.1, 0.1, 0.0], [0.1, 0.0, 0.0], [0.0, 0.0, 0.0], [0.0, 0.0, 0.0], [0.0, 0.0, 0.0], [0.0, 0.0, 0.0], [0.0, 0.0, 0.0], [0.0, 0.0, 0.0], [0.0, 0.0, 0.0], [0.0, 0.0, 0.0], [0.0, 0.0, 0.0], [0.0, 0.0, 0.0], [0.0, 0.0, 0.0], [0.0, 0.0, 0.0], [0.0, 0.0, 0.0], [0.0, 0.0, 0.0], [0.0, 0.0, 0.0], [0.0, 0.0, 0.0], [0.0, 0.0, 0.0], [0.0, 0.0, 0.0], [0.0, 0.0, 0.0], [0.0, 0.0, 0.0], [0.0, 0.0, 0.0], [-0.2, -0.2, 0.0], [0.0, 0.0, 0.0], [0.0, 0.0, 0.0], [0.0, 0.0, 0.0], [0.0, 0.0, 0.0], [0.0, 0.0, 0.0], [0.0, 0.0, 0.0], [0.0, 0.0, 0.0], [0.0, 0.0, 0.0], [0.0, 0.0, 0.0], [0.0, 0.0, 0.0], [0.0, 0.0, 0.0], [0.0, 0.0, 0.0], [0.0, 0.0, 0.0], [0.0, 0.0, 0.0], [0.0, 0.0, 0.0], [0.0, 0.0, 0.0], [-0.1, -0.1, 0.3], [0.3, 0.0, -0.2], [0.0, 0.0, 0.0], [0.0, 0.1, 0.0]], "e_tot_ev": -130413.2769, "molar_mass_g_mol": 883.5, "e_above_lowest_ev": 0.549, "s_squared": 0.758, "homo_lumo_gap_ev": [5.814, 5.464], "spin_multiplicity": 2, "total_charge": -2}

***

{"formula": "C34H35IrN3O4S3", "method": "the ωB97M-V functional and the def2-TZVPD basis", "elements": ["Ir", "S", "C", "C", "C", "C", "C", "C", "S", "H", "H", "H", "H", "O", "C", "C", "C", "C", "N", "C", "C", "C", "C", "C", "C", "O", "C", "C", "N", "H", "H", "H", "H", "H", "H", "H", "H", "H", "H", "H", "H", "C", "N", "C", "C", "C", "O", "H", "H", "H", "H", "H", "H", "H", "H", "H", "O", "S", "C", "C", "C", "C", "C", "C", "C", "C", "C", "C", "C", "C", "H", "H", "H", "H", "H", "H", "H", "H", "H", "H"], "positions_angstrom": [[1.436867, 0.559955, 0.288884], [3.366011, 0.514881, 1.493529], [3.037635, 1.469814, 2.941082], [3.914889, 1.422682, 4.025988], [3.680913, 2.208246, 5.140213], [2.560082, 3.037244, 5.186934], [1.680278, 3.070325, 4.120421], [1.925256, 2.288924, 2.989632], [0.842808, 2.327743, 1.603741], [4.779624, 0.770709, 3.979393], [4.368838, 2.174796, 5.974995], [2.377199, 3.655002, 6.056856], [0.799004, 3.700863, 4.146161], [-0.915447, -3.535766, 5.308583], [-1.435191, -3.598912, 3.999021], [-0.685260, -2.624985, 3.134856], [0.009204, -1.560305, 3.678370], [0.655286, -0.669654, 2.840793], [0.639631, -0.796498, 1.505024], [-0.011843, -1.852105, 0.969506], [-0.682720, -2.765966, 1.754066], [0.121177, -1.988374, -0.489341], [-0.595435, -2.896931, -1.252772], [-0.372624, -2.960042, -2.617956], [-1.130745, -3.924871, -3.483152], [-2.210594, -4.454920, -2.744124], [0.586416, -2.114282, -3.167433], [1.239794, -1.220818, -2.346618], [1.008555, -1.150756, -1.032340], [-1.339935, -4.203719, 5.853858], [-2.497420, -3.321811, 3.983867], [-1.349701, -4.602866, 3.572466], [0.061468, -1.432055, 4.749421], [1.195013, 0.168306, 3.241229], [-1.182524, -3.608919, 1.294928], [-1.337487, -3.546554, -0.813519], [-0.443676, -4.716375, -3.803523], [-1.475923, -3.403555, -4.381805], [-2.706317, -5.062276, -3.300188], [0.818384, -2.141404, -4.225365], [1.978957, -0.534866, -2.735926], [3.971398, 2.326548, -4.474559], [3.823634, 1.650382, -3.186012], [4.797098, 0.628853, -2.790539], [2.833259, 1.928377, -2.333983], [1.868860, 3.032042, -2.633344], [2.777756, 1.272114, -1.269661], [4.902260, 2.001776, -4.927304], [4.012689, 3.407578, -4.353616], [3.158130, 2.075448, -5.156116], [5.671161, 0.709431, -3.429173], [4.377204, -0.374910, -2.878644], [5.086719, 0.778289, -1.753211], [1.785634, 3.264506, -3.691051], [2.207772, 3.924881, -2.101482], [0.901497, 2.755379, -2.225717], [-0.328105, 1.330651, -1.051209], [-1.691019, 1.989167, -0.840801], [-2.345462, 1.469206, 0.718837], [-2.489294, 0.118319, 1.012755], [-2.946241, -0.246664, 2.264420], [-3.251607, 0.732142, 3.208421], [-3.104659, 2.075130, 2.902279], [-2.647347, 2.451095, 1.646228], [-2.789001, 1.058769, -1.905139], [-2.232603, 0.288332, -2.909543], [-3.074856, -0.389130, -3.784522], [-4.449683, -0.279848, -3.652971], [-4.994951, 0.506514, -2.642722], [-4.166979, 1.181709, -1.763173], [-2.257972, -0.628211, 0.261861], [-3.078754, -1.293669, 2.506636], [-3.611581, 0.439380, 4.186368], [-3.343420, 2.831251, 3.638116], [-2.515140, 3.496483, 1.394914], [-1.157058, 0.221700, -2.997090], [-2.652074, -0.993652, -4.577698], [-5.103473, -0.804193, -4.337813], [-6.068645, 0.593433, -2.542480], [-4.585589, 1.791525, -0.970999]], "forces_ev_per_a": [[-0.2, -0.4, -0.5], [0.4, -0.7, 0.0], [0.2, 0.0, -0.1], [0.0, 0.0, 0.0], [0.0, 0.0, 0.0], [0.0, 0.0, 0.0], [0.0, 0.0, 0.0], [-0.1, 0.3, -0.1], [0.2, 0.4, 0.1], [0.0, 0.0, 0.0], [0.0, 0.0, 0.0], [0.0, 0.0, 0.0], [0.0, 0.0, 0.0], [0.0, 0.0, 0.0], [0.0, 0.0, 0.0], [0.0, -0.1, 0.0], [0.1, -0.1, 0.0], [-0.2, -0.2, -0.1], [-0.9, 0.4, 0.7], [0.2, -0.1, 0.0], [0.1, -0.1, 0.0], [-0.1, 0.0, 0.1], [-0.1, 0.0, -0.1], [0.0, 0.0, 0.0], [0.0, 0.0, 0.0], [0.0, 0.0, 0.0], [0.0, 0.0, 0.0], [0.1, 0.0, 0.1], [0.7, 0.2, -0.3], [0.0, 0.0, 0.0], [0.0, 0.0, 0.0], [0.0, 0.0, 0.0], [0.0, 0.0, 0.0], [0.0, 0.1, 0.1], [0.0, 0.0, 0.0], [0.0, 0.0, 0.0], [0.0, 0.0, 0.0], [0.0, 0.0, 0.0], [0.0, 0.0, 0.0], [0.0, 0.0, 0.0], [0.0, 0.0, 0.0], [0.0, 0.0, 0.1], [0.1, 0.0, -0.1], [-0.1, 0.1, 0.0], [0.0, 0.1, 0.3], [0.0, 0.0, 0.0], [-0.3, 0.4, -0.2], [0.0, 0.0, 0.0], [0.0, 0.0, 0.0], [0.0, 0.0, 0.0], [0.0, 0.0, 0.0], [0.0, 0.0, 0.0], [0.0, 0.0, 0.0], [0.0, 0.0, 0.0], [0.0, 0.0, 0.0], [0.0, 0.0, 0.0], [-0.3, -0.2, 0.1], [0.3, -0.1, 0.0], [0.0, -0.1, 0.1], [-0.1, 0.0, 0.0], [-0.1, 0.0, 0.0], [0.0, 0.0, 0.0], [-0.1, 0.0, 0.0], [0.0, 0.1, 0.0], [0.0, 0.0, -0.1], [0.0, 0.0, 0.0], [0.0, 0.0, 0.0], [0.0, 0.0, 0.0], [0.0, 0.0, 0.0], [0.1, 0.1, 0.0], [-0.1, 0.0, 0.0], [0.0, 0.1, 0.0], [0.0, 0.0, 0.0], [0.0, 0.0, 0.0], [0.0, 0.0, 0.0], [0.0, 0.0, 0.0], [0.0, 0.0, 0.0], [0.0, 0.0, 0.0], [0.0, 0.0, 0.0], [0.0, 0.0, 0.0]], "e_tot_ev": -83827.4342, "molar_mass_g_mol": 838.1, "e_above_lowest_ev": 0.000, "homo_lumo_gap_ev": 5.857, "total_charge": 1}